(1)
Computed, not measured: 7 unconnected molecules or ions with the total composition C18H31F4NO16 in a non-equilibrium geometry, with ωB97M-V/def2-TZVPD.

Cartesian coordinates (Å):
N -12.564 -13.016 84.660
H -12.968 -12.654 83.932
H -12.759 -14.107 84.404
H -13.020 -12.948 85.458
H -11.635 -12.798 84.685
O -10.069 -14.313 83.398
H -10.939 -14.099 82.982
C -11.130 -16.991 81.962
C -10.193 -17.681 83.026
O -9.474 -18.555 82.163
C -9.631 -18.371 80.923
O -9.171 -19.029 79.997
O -10.656 -17.523 80.780
F -10.761 -18.336 84.101
H -11.157 -15.920 82.140
H -12.148 -17.489 82.143
H -9.544 -16.930 83.341
C -8.969 -14.859 86.616
C -7.840 -15.226 85.788
O -7.568 -16.524 85.948
C -8.337 -17.080 86.890
O -8.284 -18.229 87.133
O -9.141 -16.116 87.422
F -6.789 -14.392 86.060
H -9.979 -14.863 86.034
H -8.730 -13.859 87.210
H -7.990 -14.832 84.741
C -7.242 -13.866 81.308
C -7.932 -15.043 80.495
O -7.099 -16.082 81.087
C -6.552 -15.706 82.251
O -5.927 -16.450 83.033
O -6.633 -14.463 82.437
F -7.796 -14.956 79.158
H -8.187 -13.232 81.707
H -6.662 -13.277 80.660
H -9.115 -15.287 80.717
C -13.684 -14.189 78.680
C -12.612 -13.170 78.934
O -12.310 -13.431 80.357
C -13.306 -14.172 80.899
O -13.362 -14.302 82.088
O -14.078 -14.680 80.022
F -13.075 -11.915 78.711
H -13.512 -15.156 78.018
H -14.564 -13.829 78.091
H -11.791 -13.318 78.523
C -9.692 -10.796 83.690
O -11.068 -10.310 83.501
C -11.616 -10.411 82.151
C -13.103 -10.050 82.224
O -13.731 -10.893 82.826
C -15.134 -10.726 82.780
C -15.754 -11.788 83.814
O -15.228 -11.509 85.119
C -16.259 -11.648 86.086
H -9.001 -10.206 83.088
H -9.369 -11.833 83.182
H -9.447 -10.800 84.722
H -11.659 -11.555 81.720
H -11.008 -9.671 81.539
H -13.233 -9.882 81.265
H -13.095 -9.073 82.685
H -15.461 -10.817 81.718
H -15.304 -9.507 83.097
H -15.526 -12.899 83.664
H -16.801 -11.740 83.788
H -16.818 -10.821 86.221
H -15.646 -11.708 87.047
H -16.809 -12.451 86.071

The value obtained for the lowest unoccupied orbital energy is -0.313 eV. The energy relative to the best compared isomer or geometry (same formula, charge and spin) comes out at 64.6 kcal per mole. Its HOMO-LUMO gap is 7.8 eV.

Here are the natural (NBO) charges for atoms 1 to 2, given in e:
1 N -0.8002
2 H 0.4338

=====

(2)
Computed, not measured: a molecular structure, C29H30BrF3N2O3P2Ru, with ωB97M-V/def2-TZVPD.

Cartesian coordinates (Å):
Ru -0.227 -0.416 0.122
C -0.439 1.923 3.115
P -1.094 0.473 2.229
C -1.174 -0.750 3.581
C -2.851 0.904 1.969
C -3.577 1.579 2.946
C -4.916 1.873 2.746
C -5.545 1.496 1.568
C -4.832 0.819 0.593
C -3.488 0.521 0.789
P -2.542 -0.447 -0.417
C -3.047 0.137 -2.061
C -3.350 -2.079 -0.309
H -1.027 2.082 4.017
H -0.490 2.807 2.483
H 0.592 1.737 3.406
H -1.604 -0.284 4.468
H -0.171 -1.110 3.808
H -1.782 -1.598 3.275
H -3.110 1.886 3.872
H -5.470 2.400 3.511
H -6.589 1.729 1.413
H -5.336 0.529 -0.321
H -4.122 0.007 -2.176
H -2.540 -0.452 -2.826
H -2.790 1.188 -2.181
H -4.402 -1.974 -0.576
H -3.270 -2.456 0.708
H -2.870 -2.793 -0.978
O 0.569 -4.294 -4.734
C 0.357 -3.344 -3.821
C 0.523 -1.977 -4.081
C 0.321 -1.057 -3.079
N -0.031 -1.445 -1.838
C -0.221 -2.730 -1.630
Br -0.373 -2.983 1.199
C -0.056 -3.732 -2.544
H 0.857 -3.924 -5.575
H 0.814 -1.636 -5.066
H 0.451 -0.001 -3.252
H -0.226 -4.774 -2.310
F 0.277 3.275 -3.181
C -0.151 3.479 -1.928
F -1.292 4.163 -1.985
F 0.759 4.235 -1.290
C -0.298 2.131 -1.168
O 0.541 1.257 -1.482
O -1.173 2.031 -0.291
C 3.887 2.745 2.640
C 4.300 1.421 2.726
C 3.639 0.438 2.015
C 2.505 0.757 1.247
C 2.078 2.088 1.199
C 2.782 3.073 1.864
N 1.890 -0.249 0.503
C 2.772 -0.960 -0.287
C 3.834 -0.271 -0.924
C 4.703 -0.937 -1.759
C 4.569 -2.307 -1.965
C 3.546 -3.002 -1.326
C 2.656 -2.345 -0.504
H 4.424 3.522 3.169
H 5.151 1.160 3.339
H 3.963 -0.594 2.072
H 1.221 2.344 0.597
H 2.467 4.104 1.766
H 3.910 0.802 -0.804
H 5.489 -0.386 -2.259
H 5.265 -2.826 -2.611
H 3.455 -4.073 -1.455
H 1.911 -2.909 0.036

The value obtained for the lowest unoccupied orbital energy (spin up / spin down) is -2.976 / -5.303 eV. As for the expectation value of S²: 8.81. As for the multiplicity: 6. The energy relative to the best compared isomer or geometry (same formula, charge and spin) comes out at 17.6 kcal per mole. Its HOMO-LUMO gap (spin up / spin down) is 7.9 / 6.3 eV. As for the total charge: +1.

Here are the Mulliken charges for atoms 1 to 2, given in e:
1 Ru 1.0982
2 C -1.6003

=====

(3)
Computed, not measured: a molecular structure, C23H29N3O3S2 in a non-equilibrium geometry, with ωB97M-V/def2-TZVPD.

Cartesian coordinates (Å):
C -4.786 -0.610 -2.759
C -3.393 -0.893 -2.834
C -2.359 0.048 -2.166
N -1.650 -0.875 -1.263
C -2.192 -1.469 -0.215
N -1.641 -2.136 0.827
C -0.416 -2.504 0.621
C 0.316 -1.919 -0.809
C 1.628 -2.394 -0.849
C 2.034 -3.237 0.314
S 0.610 -3.167 1.468
C 3.191 -3.766 0.492
H 4.134 -3.323 0.437
H 3.512 -4.545 -0.116
H 3.275 -4.343 1.448
C 2.562 -2.152 -1.739
H 3.425 -1.569 -1.484
H 3.104 -3.082 -2.103
H 2.200 -1.585 -2.769
C -0.400 -1.047 -1.492
O 0.033 -0.589 -2.714
S -3.930 -0.658 0.571
C -3.606 -0.665 2.277
H -4.398 -0.016 2.773
H -3.840 -1.606 2.351
C -2.123 -0.380 2.720
O -1.768 -1.179 3.697
C -1.456 0.805 1.993
C -0.187 0.745 2.108
N 0.236 1.732 1.187
C -0.954 2.407 0.548
C -2.050 1.597 1.011
H -3.023 1.869 0.976
C -1.027 3.273 -0.421
H -0.583 3.033 -1.340
H -0.455 4.496 0.003
H -2.016 3.665 -0.764
C 1.520 2.242 0.983
C 2.280 2.895 1.889
H 2.430 2.244 2.727
H 3.302 3.195 1.646
H 1.574 3.717 2.571
H 1.264 2.958 -0.003
C 2.278 0.958 0.046
O 3.038 1.629 -1.095
C 2.626 1.764 -2.248
H 1.889 0.892 -2.466
H 2.017 2.608 -2.151
H 3.270 2.033 -3.097
H 2.887 0.697 0.775
H 1.656 0.388 -0.407
C 0.897 0.031 2.727
H 1.428 0.627 3.527
H 1.786 -0.416 2.275
H 0.482 -0.953 3.299
H -1.778 0.469 -2.665
H -3.013 0.704 -1.644
H -3.235 -1.748 -3.286
H -5.514 -1.134 -3.344
H -5.090 0.238 -2.041

The value obtained for the lowest unoccupied orbital energy is -0.411 eV. The energy relative to the best compared isomer or geometry (same formula, charge and spin) comes out at 465.9 kcal per mole. Its HOMO-LUMO gap is 7.2 eV.

Here are the natural (NBO) charges for atoms 1 to 2, given in e:
1 C -0.3778
2 C -0.1766

=====

(4)
Computed, not measured: a molecular structure, C5H10N in a non-equilibrium geometry, with ωB97M-V/def2-TZVPD.

Cartesian coordinates (Å):
C 0.157 0.578 0.744
C -0.990 0.458 0.103
C -0.103 -0.136 -1.130
C -2.413 0.775 0.423
C 1.911 -0.990 0.215
N 1.085 0.054 -0.234
H 0.392 0.852 1.794
H -0.166 -1.216 -1.392
H 0.102 0.340 -2.107
H -2.674 1.268 1.328
H -2.904 -0.145 0.358
H -2.784 1.297 -0.459
H 1.606 -1.758 0.859
H 2.320 -1.619 -0.648
H 2.722 -0.596 0.742
H 1.737 0.839 -0.596

The value obtained for the lowest unoccupied orbital energy is -3.284 eV. The energy relative to the best compared isomer or geometry (same formula, charge and spin) comes out at 48.7 kcal per mole. Its HOMO-LUMO gap is 11.5 eV. As for the total charge: +1.

Here are the natural (NBO) charges for atoms 1 to 2, given in e:
1 C -0.0887
2 C 0.1078

=====

(5)
Computed, not measured: 2 unconnected molecules or ions with the total composition C6H14N2O2 in a non-equilibrium geometry, with ωB97M-V/def2-TZVPD.

Cartesian coordinates (Å):
C -2.385 -1.557 2.251
C 0.378 1.085 2.270
C -1.232 -0.730 1.746
O -0.868 -0.684 0.624
N -0.580 -0.049 2.711
H -1.992 -2.457 2.628
H -2.977 -1.838 1.342
H -0.550 -0.241 3.695
H 0.130 1.820 2.990
H -2.831 -0.964 3.067
H 1.400 0.862 2.520
H 0.219 1.350 1.202
C 2.634 -0.645 -2.327
C -0.744 1.206 -2.086
C 0.576 0.696 -2.718
O 1.066 1.224 -3.667
N 1.326 -0.128 -1.909
H 0.843 -0.740 -1.285
H 3.023 -1.474 -1.824
H 2.478 -0.719 -3.371
H -0.884 0.785 -1.039
H 3.344 0.212 -2.224
H -0.748 2.262 -2.139
H -1.626 0.721 -2.456

The value obtained for the lowest unoccupied orbital energy is 0.646 eV. The energy relative to the best compared isomer or geometry (same formula, charge and spin) comes out at 41.2 kcal per mole. Its HOMO-LUMO gap is 9.8 eV. Its SMILES is CNC(C)=O.CNC(C)=O.

Here are the natural (NBO) charges for atoms 1 to 2, given in e:
1 C -0.7128
2 C -0.4182

=====

(6)
Computed, not measured: 2 unconnected molecules or ions with the total composition C37H36N2O in a non-equilibrium geometry, with ωB97M-V/def2-TZVPD.

Cartesian coordinates (Å):
C 0.471 4.502 -0.967
C 1.173 4.947 -2.253
N 1.564 3.797 -3.025
C 1.922 3.822 -4.428
C 2.449 2.386 -4.702
C 2.410 1.705 -3.377
C 2.785 0.453 -2.947
C 2.670 0.116 -1.551
C 2.938 -1.214 -1.148
C 2.650 -1.807 0.104
C 3.279 -3.057 0.448
C 3.088 -3.591 1.702
C 2.318 -2.877 2.637
N 2.242 -3.522 3.821
C 1.414 -3.053 4.900
C 1.269 -1.530 4.835
C 0.901 -1.000 3.444
C 1.662 -1.672 2.351
C 1.743 -1.221 1.046
C 2.922 -4.799 3.785
C 3.533 -4.854 2.358
C 2.309 1.155 -0.631
C 1.803 2.367 -1.069
C 1.884 2.618 -2.446
C 1.246 3.434 -0.186
H 0.320 5.379 -0.328
H -0.516 4.094 -1.229
H 0.503 5.566 -2.864
H 2.053 5.562 -1.987
H 1.051 4.053 -5.058
H 2.697 4.575 -4.642
H 1.812 1.886 -5.441
H 3.463 2.431 -5.117
H 3.161 -0.284 -3.653
H 3.451 -1.844 -1.876
H 3.902 -3.569 -0.283
H 0.408 -3.507 4.850
H 1.876 -3.355 5.849
H 0.505 -1.218 5.554
H 2.225 -1.080 5.132
H -0.179 -1.116 3.272
H 1.110 0.077 3.417
H 1.093 -0.394 0.760
H 3.707 -4.853 4.554
H 2.233 -5.640 3.955
H 3.170 -5.745 1.831
H 4.625 -4.927 2.417
H 2.415 1.019 0.445
H 2.060 3.909 0.382
H 0.574 2.978 0.551
C -4.228 -4.474 1.052
C -4.063 -4.078 -0.285
C -4.003 -2.732 -0.603
C -4.113 -1.721 0.397
C -4.050 -0.344 0.082
C -3.791 0.164 -1.230
C -3.702 1.661 -1.442
C -3.314 2.110 -2.716
C -3.144 3.467 -2.979
C -3.375 4.411 -1.966
C -3.784 3.981 -0.695
C -3.958 2.615 -0.445
O -3.613 -0.554 -2.243
C -4.274 -2.148 1.752
C -4.321 -3.501 2.068
H -4.284 -5.534 1.301
H -3.980 -4.810 -1.090
H -3.860 -2.403 -1.628
H -4.224 0.362 0.887
H -3.140 1.380 -3.508
H -2.843 3.768 -3.983
H -3.250 5.473 -2.175
H -3.973 4.703 0.101
H -4.293 2.277 0.534
H -4.351 -1.369 2.516
H -4.432 -3.803 3.112

The value obtained for the lowest unoccupied orbital energy is -2.105 eV. Its HOMO-LUMO gap is 2.4 eV.

Here are the Mulliken charges for atoms 1 to 2, given in e:
1 C -0.3392
2 C -0.7192

=====

(7)
Computed, not measured: a molecular structure, C12H26NO2P2Pd in a non-equilibrium geometry, with ωB97M-V/def2-TZVPD.

Cartesian coordinates (Å):
Pd 1.128 1.071 0.094
P 1.399 -0.098 -1.866
C 1.187 -1.871 -1.388
C 0.584 -2.080 -0.029
N 0.361 -1.015 0.740
C -0.005 -1.147 2.007
C -0.078 -2.431 2.560
C 0.038 -3.556 1.741
C 0.295 -3.380 0.394
C -0.186 0.112 2.810
P -0.528 1.516 1.657
H 0.387 -4.188 -0.336
H -0.295 -2.537 3.620
H -0.053 -4.564 2.134
H -1.033 -0.012 3.492
H 0.717 0.370 3.390
H 0.524 -2.349 -2.112
H 2.189 -2.328 -1.303
H -4.140 -1.450 -3.093
O -4.471 -2.207 -2.587
H -3.943 -2.930 -2.977
H -2.411 2.500 -1.562
O -3.159 2.956 -1.980
H -3.916 2.406 -1.665
C -2.326 1.374 1.413
H -2.832 1.260 2.381
H -2.702 2.280 0.921
H -2.570 0.502 0.794
C -0.309 3.030 2.641
H -0.707 3.857 2.035
H -0.854 2.975 3.594
H 0.757 3.210 2.826
C 3.154 -0.108 -2.346
H 3.350 -0.893 -3.090
H 3.410 0.890 -2.734
H 3.727 -0.302 -1.430
C 0.401 0.365 -3.323
H 0.804 1.328 -3.667
H 0.479 -0.367 -4.141
H -0.657 0.519 -3.059
C 2.869 1.750 0.785
H 2.641 2.456 1.595
H 3.361 2.227 -0.079
H 3.412 0.859 1.142

The value obtained for the lowest unoccupied orbital energy (spin up / spin down) is -11.086 / -15.265 eV. As for the expectation value of S²: 6.03. As for the multiplicity: 5. The energy relative to the best compared isomer or geometry (same formula, charge and spin) comes out at 9.3 kcal per mole. Its HOMO-LUMO gap (spin up / spin down) is 7.1 / 2.9 eV. As for the total charge: +3.

Here are the Mulliken charges for atoms 1 to 2, given in e:
1 Pd -0.5394
2 P 1.1655

=====

(8)
Computed, not measured: a gas-phase ion, C3H3BrN3 (charge +1) in a non-equilibrium geometry, with ωB97M-V/def2-TZVPD.

Cartesian coordinates (Å):
C -0.440 -2.080 0.119
C 2.017 0.222 0.476
C -0.372 0.366 0.099
N -0.705 -0.914 0.079
N 0.952 0.529 0.043
N -1.324 1.308 0.067
Br 3.792 0.146 0.040
H -0.639 -2.905 -0.445
H -2.228 1.103 -0.392
H -1.052 2.224 -0.086

The value obtained for the lowest unoccupied orbital energy (spin up / spin down) is -5.527 / -5.339 eV. The energy relative to the best compared isomer or geometry (same formula, charge and spin) comes out at 90.7 kcal per mole. Its HOMO-LUMO gap (spin up / spin down) is 6.9 / 7.3 eV. As for the total charge: +1.

Here are the natural (NBO) charges for atoms 1 to 2, given in e:
1 C 0.3216
2 C 0.2887

=====

(9)
Computed, not measured: a gas-phase ion, C7H8N3S (charge +1) in a non-equilibrium geometry, with ωB97M-V/def2-TZVPD.

Cartesian coordinates (Å):
C -1.664 0.093 0.135
C -4.187 0.492 -0.163
C -2.911 0.416 0.071
C 0.792 -0.230 -0.164
C 3.025 1.193 -0.134
C 1.890 2.173 -0.005
C 0.460 -2.842 0.489
N -0.450 0.042 0.118
N -5.239 0.909 -0.488
N 1.651 0.774 -0.325
S 1.535 -1.816 -0.416
H 3.582 1.173 -1.201
H 3.635 0.771 0.645
H 1.488 2.496 0.952
H 1.730 2.802 -0.868
H -0.544 -2.959 -0.041
H 0.228 -2.500 1.445
H 1.113 -3.787 0.648
H -6.134 0.800 -0.699

The value obtained for the lowest unoccupied orbital energy is -4.449 eV. The energy relative to the best compared isomer or geometry (same formula, charge and spin) comes out at 125.2 kcal per mole. Its HOMO-LUMO gap is 8.3 eV. As for the total charge: +1.

Here are the natural (NBO) charges for atoms 1 to 2, given in e:
1 C 0.5613
2 C 0.5634

=====

(10)
Computed, not measured: a single C3H6NOP molecule in a non-equilibrium geometry, with ωB97M-V/def2-TZVPD.

Cartesian coordinates (Å):
C -0.020 0.822 -0.532
C 1.936 -0.432 0.412
C 0.580 -0.284 -0.249
N -2.410 -0.330 1.343
O -1.398 0.830 -0.989
P -2.524 -0.001 -0.085
H 0.416 1.850 -0.542
H 1.887 -0.983 1.404
H 2.367 0.483 0.583
H 2.719 -1.027 -0.184
H 0.000 -1.129 -0.212
H -3.554 0.200 -0.949

The value obtained for the lowest unoccupied orbital energy is -0.099 eV. The energy relative to the best compared isomer or geometry (same formula, charge and spin) comes out at 67.2 kcal per mole. Its HOMO-LUMO gap is 9.6 eV. Its SMILES is C/C=C/O[PH]#N.

Here are the natural (NBO) charges for atoms 1 to 2, given in e:
1 C 0.1187
2 C -0.6280

=====

(11)
Computed, not measured: 2 unconnected molecules or ions with the total composition C4H9NO in a non-equilibrium geometry, with ωB97M-V/def2-TZVPD.

Cartesian coordinates (Å):
C -1.298 1.144 -0.071
N -0.615 -0.010 0.046
C -1.506 -1.179 0.109
C 1.000 -0.461 -0.221
O 1.181 -1.636 -0.448
C 2.133 0.365 0.371
H -2.241 1.218 0.511
H 0.657 1.261 -0.959
H -1.316 1.883 -0.864
H -1.656 -1.450 -0.942
H -2.494 -0.985 0.554
H -1.007 -1.984 0.631
H 2.835 -0.344 0.841
H 1.680 1.053 1.078
H 2.674 0.947 -0.376

The value obtained for the lowest unoccupied orbital energy (spin up / spin down) is -0.554 / 0.015 eV. The energy relative to the best compared isomer or geometry (same formula, charge and spin) comes out at 158.2 kcal per mole. Its HOMO-LUMO gap (spin up / spin down) is 6.6 / 8.4 eV.

Here are the natural (NBO) charges for atoms 1 to 2, given in e:
1 C -0.1166
2 N -0.4188

=====

Q: Which E values were calculated for the entries above? A: -2362.17679 -5109.30839 -2079.47397 -250.92768 -496.99184 -1616.19367 -1487.42966 -2853.96436 -833.56690 -589.13907 -287.58042, in hartree.